No. 1
Formula: C21H45GaN2P3SSe
Source: the Open Molecules 2025 dataset
Level of theory: ωB97M-V/def2-TZVPD

```
74
Properties=species:S:1:pos:R:3
Se -0.58551 -0.39164 -1.31538
Ga 1.67408 2.72641 -0.42742
S 3.66970 1.74698 -1.26161
P 1.11588 2.22876 1.82876
P 0.00296 -2.40348 -0.53493
P -3.86942 0.46104 -0.18660
N 4.91286 -0.29913 -0.05285
N 3.63570 -0.90795 -1.87782
C 1.03804 4.68064 -1.72746
C 2.77861 2.16890 2.54207
C 0.17580 3.43602 2.80368
C 4.60188 -1.94897 -2.26291
C -4.11329 0.17296 1.56242
C -2.11367 3.28546 -3.52488
C -1.52003 1.14065 -2.60528
C 4.06150 0.07348 -1.02630
C 1.59110 -2.18530 0.26091
C -4.81122 -0.60014 -1.27257
C -2.76495 1.22035 -4.66125
C 0.25195 -3.62809 -1.82864
C 1.57675 4.69682 -0.39190
C -2.14833 0.47795 -3.64283
C -1.55795 2.52498 -2.46225
C 5.73581 -1.54315 -0.08182
C -2.69732 2.63058 -4.62808
C -1.20183 -2.96030 0.66952
C 5.15274 -2.57914 -1.01534
C -4.22946 2.16286 -0.60084
C 0.40237 0.63626 2.31187
H 0.24197 -4.63646 -1.37025
H 2.79736 2.79318 3.44027
H -2.21155 -2.63351 0.38290
H -0.85480 3.06907 2.92104
H 0.64312 3.51661 3.79553
H 3.53061 2.50992 1.82223
H -3.65119 0.98542 2.14978
H -0.96835 -2.51860 1.64910
H -2.57437 -0.05569 -0.55457
H 6.74766 -1.24904 -0.40292
H 2.02480 -3.15003 0.55682
H 0.82948 4.89235 0.39785
H 3.02115 -0.56768 -2.60747
H -1.21131 3.04283 -1.55425
H 1.17129 -0.12670 2.15270
H 0.29609 5.44960 -1.92838
H 5.80371 -1.93286 0.94265
H -4.81840 -1.61240 -0.84979
H -3.19667 3.20194 -5.42206
H -5.19750 0.16897 1.74577
H 2.52946 5.21618 -0.19820
H 1.48974 -1.53637 1.13127
H -2.16133 -0.61916 -3.66982
H 5.93506 -3.28375 -1.28097
H -3.68251 -0.79763 1.85619
H -0.53797 -3.51912 -2.58452
H -5.82117 -0.18232 -1.34859
H -2.12709 4.37797 -3.48374
H -3.26746 0.65897 -5.46069
H 0.15021 4.42389 2.32389
H 2.27092 -1.66707 -0.41949
H 4.08520 -2.66194 -2.89963
H 1.21170 -3.44424 -2.33950
H -4.07076 2.82343 0.26604
H -1.14870 -4.06232 0.72163
H 5.39139 -1.48068 -2.85749
H -4.31089 -0.61554 -2.25267
H -5.27800 2.20708 -0.93394
H 2.99639 1.13234 2.81379
H 5.19988 0.43500 0.59517
H 1.53937 4.28039 -2.61300
H -0.49218 0.40079 1.71678
H 0.15247 0.67971 3.38287
H 4.40108 -3.17061 -0.48932
H -3.60348 2.51239 -1.42881
```

## Properties
Spin multiplicity ... 1
LUMO (spin up / spin down) ... -9.328 / -9.474 eV
Charge ... +3

***

No. 2
Formula: C21H45N3
Source: the Open Molecules 2025 dataset
Level of theory: ωB97M-V/def2-TZVPD

```
69
Properties=species:S:1:pos:R:3
N -2.62434 1.91416 -2.54346
N -0.70915 1.84655 -0.43489
N -2.22063 0.04524 -0.36338
C -1.14235 -4.52158 2.00432
C -4.16919 3.18321 -1.17112
C -0.30757 -2.52476 0.62565
C 1.69689 1.64459 -2.11038
C 5.00101 1.60643 3.32389
C 1.73944 1.56326 -0.57923
C 4.71585 2.08345 1.90504
C -1.13253 0.69561 0.32541
C -0.26342 -3.17726 -2.42209
C -1.49345 -2.35065 -0.34214
C 3.35979 1.59372 1.40188
C -2.99632 2.20360 -1.16690
C 3.07751 2.06415 -0.02374
C -2.51714 -1.29009 0.11751
C 2.43691 0.49962 -2.79107
C 0.57072 2.37425 0.00036
C -3.37090 0.92416 -0.39161
C -1.04393 -2.03960 -1.77520
C -1.04428 -3.92890 3.40535
C -1.76974 2.83046 -0.49047
C -0.07849 -3.97975 1.04737
H 4.73682 3.17533 1.87810
H -2.61691 -1.31793 1.21763
H 3.09380 3.15635 -0.05676
H 2.37599 0.60084 -3.87223
H -2.03769 -3.30106 -0.36869
H 5.00419 0.51930 3.36718
H 0.65020 1.62470 -2.41727
H 2.12127 2.59873 -2.43033
H 5.50064 1.72178 1.23653
H -2.04865 3.19392 0.51615
H -1.43502 0.98933 1.36879
H -3.49059 -1.55967 -0.30232
H -4.42791 3.48136 -0.15827
H -0.05057 -4.60885 0.15578
H 1.99770 -0.45639 -2.51362
H 5.96985 1.96605 3.66268
H 1.61958 0.51447 -0.29067
H -0.29745 0.00357 0.39666
H -3.71235 1.19039 0.62709
H -0.46870 -1.93189 1.52681
H -1.79183 1.33378 -2.52334
H -0.00921 -2.92039 -3.44828
H -1.02578 -5.60579 2.07525
H 3.48826 0.48531 -2.51180
H 2.58076 1.95501 2.07596
H -0.05817 -4.10997 3.82811
H -3.36017 1.38166 -2.99659
H -0.44076 -1.13161 -1.77423
H 0.66080 -3.37698 -1.88539
H -2.13687 -4.32431 1.59935
H -3.90053 4.06551 -1.74474
H -1.78592 -4.38170 4.05968
H -1.93382 -1.83519 -2.37352
H -1.43310 3.67696 -1.09120
H 0.60644 -2.15520 0.15562
H 4.24014 1.97298 4.00979
H 3.88402 1.70594 -0.66658
H -0.85576 -4.09024 -2.43617
H 0.89699 -4.05664 1.53461
H 3.34034 0.50134 1.43046
H -5.03994 2.72310 -1.63266
H -1.21872 -2.85593 3.39152
H 0.65269 3.40007 -0.36697
H 0.63539 2.40505 1.10058
H -4.19411 0.41704 -0.90380
```

## Properties
Structure (SMILES) ... CCCC[C@H](CC)CN1CN(C[C@@H](CC)CCCC)CC(C)(N)C1
Spin multiplicity ... 1
LUMO ... 0.868 eV
Charge ... 0

***

No. 3
Formula: C21H46AlNO2P3
Source: the Open Molecules 2025 dataset
Level of theory: ωB97M-V/def2-TZVPD

```
74
Properties=species:S:1:pos:R:3
P 0.33728 0.02681 1.41739
P -2.76756 -0.78643 0.05346
P 2.61170 -1.90735 -3.69547
Al -1.77076 1.30177 -0.31911
O 0.13017 0.36277 -1.58868
O -1.64731 2.34700 1.12219
N -2.18444 4.01572 2.49251
C 2.16415 2.43263 -3.76109
C 1.86714 0.99432 1.15438
C 0.05662 0.35146 3.21224
C -2.25095 -2.11352 1.18758
C 2.22139 -1.92729 -5.43829
C -2.07066 2.76712 -1.55322
C 1.59713 1.98395 -2.58187
C -3.17676 1.80838 -1.58657
C 0.45164 1.32660 -5.05691
C 1.59782 2.12074 -4.99714
C -3.48445 3.36303 2.65261
C -1.31750 3.48972 1.64297
C -0.03786 4.16177 1.28788
C 2.48203 -3.54792 -2.99047
C -0.12347 0.83033 -3.90140
C 0.50317 1.06541 -2.63802
C -1.83039 5.10354 3.39741
C 4.24170 -1.20688 -3.42184
C -4.49392 -0.51183 0.58044
C 1.10534 -1.64481 1.46224
C -2.93886 -1.68566 -1.52158
H 2.08022 1.02907 0.08036
H 2.03854 2.50712 -5.91555
H -4.15719 2.07546 -1.16403
H 0.59500 -0.40013 3.80935
H 1.63716 -3.58005 -2.28902
H -1.41201 4.71923 4.33993
H -0.16266 5.25326 1.26210
H 1.97070 2.29177 -1.60694
H -1.09091 5.76298 2.93674
H -0.01748 1.09441 -6.01264
H 2.48176 -0.96844 -5.89907
H -1.47932 2.87317 -2.46535
H -1.43403 -2.69312 0.73890
H -4.06078 3.94311 3.37434
H -4.52889 -0.44248 1.67711
H -2.49252 -1.11661 -2.34530
H -3.37024 2.33474 3.02057
H 0.74952 3.92302 2.01987
H -1.03507 0.23022 -3.91816
H -2.42825 -2.65244 -1.42700
H 4.16920 -0.10959 -3.44119
H 4.92419 -1.55125 -4.21349
H -2.25092 3.73982 -1.08156
H -5.07467 -1.38254 0.24305
H -2.72625 5.68418 3.63177
H 0.28315 3.83591 0.29122
H -3.30365 1.20700 -2.49522
H -1.93778 -1.71328 2.16074
H 2.69153 0.48352 1.66916
H 2.15629 -1.55570 1.76811
H -4.90754 0.40321 0.13744
H 4.61129 -1.52849 -2.43733
H 1.76166 2.01310 1.54421
H 1.71625 -1.05178 -3.02176
H -3.12012 -2.77189 1.33449
H 3.41015 -3.79221 -2.45802
H 0.57258 -2.31139 2.15243
H 3.05152 3.05876 -3.71298
H -4.00702 -1.84411 -1.71451
H 2.31155 -4.27708 -3.79360
H 1.06030 -2.06746 0.44963
H -4.03296 3.34172 1.70017
H -1.01896 0.29201 3.43066
H 1.14801 -2.10433 -5.56881
H 2.78323 -2.73386 -5.92622
H 0.41342 1.36014 3.46478
```

## Properties
Spin multiplicity ... 1
LUMO (spin up / spin down) ... -11.328 / -11.328 eV
Charge ... +3

***

No. 4
Formula: C21H46BrFNbO7S2
Source: the Open Molecules 2025 dataset
Level of theory: ωB97M-V/def2-TZVPD

```
79
Properties=species:S:1:pos:R:3
Nb 0.49295 -1.90017 -0.50631
Br -0.48039 -3.00760 -2.71496
S 1.22474 -4.21541 0.40664
S -4.57731 0.23834 1.48246
F 0.06124 -4.94961 1.27542
O -2.76256 -1.18815 5.13800
O 0.40483 1.39318 -5.72154
O 2.02223 2.10168 2.31675
O 1.56184 -5.12215 -0.64637
O -2.15034 0.48892 3.86739
O 2.29161 -4.01583 1.35349
O 2.18196 2.66331 -5.73917
C -0.58398 -0.08910 5.54865
C 2.88186 1.08762 2.81593
C -2.46539 -2.22902 6.06975
C 2.93102 -0.21815 -1.71869
C -2.32902 -1.10178 0.58493
C 2.41928 -1.68385 -1.63217
C -0.73141 2.76335 0.60149
C -0.19247 2.97118 2.01279
C -0.59427 0.59716 -6.35954
C -2.67955 -1.78420 7.50207
C -1.54400 -2.41348 0.41776
C 1.77445 1.51083 -7.77764
C 0.64856 1.85613 2.59814
C 1.30257 2.22004 -0.88802
C -0.19491 -0.86287 -6.42017
C 2.21048 0.64670 -2.75438
C -1.87263 -0.24522 4.77601
C 1.13896 1.63870 -2.28149
C -3.73001 -1.34109 1.09941
C 1.46475 1.92512 -6.35596
C 0.18755 3.21594 -0.54433
H 1.11779 -1.19872 1.03549
H -0.23050 -1.00253 6.02055
H -3.15922 -3.03085 5.82435
H 0.90371 1.21104 -8.35635
H 0.35823 0.92485 2.11966
H -1.06108 3.06050 2.66135
H 0.70400 -1.00930 -7.02049
H 2.95812 0.20569 -0.72025
H 0.65620 4.13795 -0.20611
H 1.24696 1.40384 -0.18197
H 2.29210 2.64508 -0.76630
H 3.96798 -0.29947 -2.03176
H -3.70089 -1.42766 7.63526
H 3.60175 0.80368 2.05918
H 2.41392 -2.09862 -2.63536
H -2.50509 -2.61389 8.18776
H -4.37314 -1.83020 0.38091
H -1.82529 -0.49199 1.32812
H -3.70988 -1.91050 2.02030
H 2.94907 1.17889 -3.34521
H -1.39447 -2.88951 1.38203
H 1.15074 2.47001 -2.98374
H -0.99860 -1.45932 -6.85312
H 0.14233 1.22459 -2.36803
H 0.01613 -1.23584 -5.41762
H -3.98583 0.52010 2.64341
H -1.48046 0.70838 -5.73737
H 3.40014 1.45690 3.69736
H -0.72578 0.67739 6.30960
H 2.31631 0.19662 3.06720
H 1.72217 -0.03767 -3.44177
H -2.38345 -0.55855 -0.34742
H 0.35183 3.90685 2.10417
H -1.00819 1.72823 0.41639
H 0.18490 0.24211 4.85510
H 3.17862 -2.24881 -1.08542
H -0.40057 3.46088 -1.42242
H -1.46158 -2.62058 5.90197
H -1.63890 3.35541 0.52973
H 0.52787 1.77934 3.68074
H 2.23350 2.35643 -8.28339
H -2.11358 -3.07305 -0.22951
H 2.48664 0.68758 -7.75092
H -0.18285 -0.29300 -0.91484
H -0.84404 1.00486 -7.34149
H -2.01033 -0.96774 7.77386
```

## Properties
Spin multiplicity ... 1
LUMO ... 1.500 eV
Charge ... -1

***

No. 5
Formula: C21H46BrN3O14P3S
Source: the Open Molecules 2025 dataset
Level of theory: ωB97M-V/def2-TZVPD

```
89
Properties=species:S:1:pos:R:3
Br 1.00568 -4.41761 3.55334
S -0.92529 -3.48784 -2.98106
P -0.05169 -4.23536 1.51568
P -3.90113 3.34304 -0.18678
P 5.19801 1.90512 -0.25941
O 4.68681 3.48859 0.21408
O -2.85852 2.28007 -0.92579
O -2.83665 4.56759 0.12814
O -0.99778 -2.91253 2.21471
O 0.70479 -1.23077 -0.41441
O -2.91962 -4.53700 3.92172
O -3.39133 2.66436 1.32067
O 5.65553 0.48796 -0.68318
O -4.35739 3.95044 -1.53590
O 3.94409 1.93980 -1.33565
O 0.65852 -1.53501 0.87426
O 6.35750 2.64604 -1.19198
O -3.25097 -2.10606 -1.77233
O 0.98669 -5.41327 0.76549
N -4.93603 -3.80983 -2.22862
N 1.64966 -7.54467 2.38811
N -3.79574 -4.35537 -2.80022
C -2.74879 -3.30599 -2.49874
C 1.52157 -6.38430 1.77720
C 2.80847 1.13428 -1.06520
C -2.77967 -4.99936 2.50474
C -3.36240 5.83161 0.49895
C 4.73829 4.64928 -0.60861
C -4.11163 5.76521 1.81602
C -2.08790 2.16330 1.59763
C -3.31696 1.54301 -2.05111
C -2.66504 2.08879 -3.31064
C -3.79993 -6.32020 2.39470
C 8.00987 1.42433 -2.43241
C 3.58869 4.75625 -1.59256
C 1.28164 -2.88067 1.08634
C -0.16619 -4.39180 -1.47820
C -1.27857 -5.57453 2.15228
C 7.69137 2.15827 -1.14044
C -1.07408 3.24073 1.93300
C -4.67008 -2.45494 -1.60165
C 2.10076 1.56721 0.20450
C -0.99217 -3.97394 -0.12526
H -2.51566 6.51524 0.59738
H -4.89125 -5.95852 2.17747
H -0.87846 -6.06981 3.16220
H -0.36787 -5.53500 -1.68437
H -3.49545 5.31050 2.59657
H -4.40872 6.76642 2.14060
H -1.58393 1.90999 -3.28543
H 2.73104 1.38892 1.08114
H 1.99379 -3.20273 0.21551
H -1.29925 -6.45794 1.35432
H -3.38248 -7.09355 1.60100
H 2.12884 1.24200 -1.91403
H -5.01367 5.15316 1.71986
H -4.40924 1.57080 -2.12562
H 3.72662 4.07902 -2.43902
H -1.36891 -2.84107 -0.11917
H 1.16763 1.01161 0.33348
H -1.71597 1.49968 0.81340
H -3.19825 -4.22714 1.72442
H -2.80049 3.17090 -3.40254
H -2.20277 1.52947 2.48383
H -0.74380 3.76817 1.03472
H -5.35944 -1.70666 -1.02053
H 1.87362 2.63662 0.18312
H 7.84452 1.51267 -0.26914
H 3.10152 0.08345 -1.00889
H -3.02955 0.49706 -1.91021
H 5.70155 4.76791 -1.11041
H 8.99485 0.95133 -2.37946
H 2.63437 4.51178 -1.11769
H -1.49182 3.97939 2.62282
H -1.99843 -4.61620 -0.14423
H -3.77000 -6.89938 3.43581
H 1.98426 -2.73381 2.04040
H -0.82112 -3.01077 3.21186
H 8.00416 2.12359 -3.27646
H 4.66386 5.49740 0.08091
H -3.75010 -3.95349 3.88203
H 0.96530 -4.09534 -1.48614
H -0.18372 2.79764 2.39159
H -0.21840 -0.86384 -0.64787
H 8.36098 3.01591 -1.02838
H 7.26382 0.65614 -2.65830
H -3.07636 1.60721 -4.20261
H 3.52751 5.77126 -1.99925
H -4.00550 6.21578 -0.29611
```

## Properties
Spin multiplicity ... 1
LUMO ... -0.837 eV
Charge ... -1

***

No. 6
Formula: C21H46Cl2O5P
Source: the Open Molecules 2025 dataset
Level of theory: ωB97M-V/def2-TZVPD

```
75
Properties=species:S:1:pos:R:3
Cl -9.20811 2.71754 0.86623
Cl -6.29800 1.11043 2.22921
P -7.81096 1.56672 -0.34112
O 2.68851 -5.12133 -4.42423
O 0.59575 3.86661 3.21891
O 3.36396 -2.27254 -4.31289
O 0.41429 3.74997 6.15666
O -6.76195 2.88411 -0.50405
C 2.54112 2.34893 0.76742
C 1.34664 -0.50174 -1.01437
C -0.17904 -1.85709 0.53855
C 3.18314 1.85258 -0.52677
C -6.38450 -0.71580 0.21504
C -7.13719 0.47013 0.75839
C 2.86456 -0.59464 -1.27176
C -0.77988 4.20134 3.14207
C 1.86302 -4.12377 -3.84600
C -4.94437 -0.44010 -0.27328
C 1.34266 4.67472 4.10269
C 1.60229 3.98331 5.42604
C 3.85725 -5.39105 -3.67686
C 0.63920 -1.84719 -0.75472
C 2.05261 -2.77374 -4.50296
C -2.52115 -1.30422 -0.37118
C 3.69631 0.39899 -0.45403
C -3.89459 -1.37282 0.32923
C 4.21049 -2.41477 -5.43316
C -1.34831 -0.87168 0.53081
C -0.09401 2.43555 6.01806
H 2.24841 4.62094 6.03755
H 1.91930 1.57333 1.21809
H 3.92474 -1.72587 -6.23654
H -0.57344 -2.86608 0.70339
H 4.48700 -6.03670 -4.28724
H -3.77310 -1.10962 1.38479
H -6.98664 -1.12293 -0.60668
H 0.49230 -1.64207 1.37778
H 1.90009 3.21614 0.60208
H 4.73460 0.35611 -0.79487
H -1.70510 -0.73527 1.55439
H 1.35371 -2.06450 -4.04876
H 2.06306 -4.03687 -2.77219
H 0.82205 -4.43483 -3.96991
H 1.17373 0.14786 -0.15368
H 5.21989 -2.17050 -5.10537
H 1.82129 -2.84255 -5.57176
H 4.19549 -3.43597 -5.82459
H 0.83167 5.62816 4.28004
H 3.70815 0.06792 0.59055
H -4.28382 -2.39651 0.32151
H 3.61708 -5.91268 -2.74328
H 2.30576 4.89056 3.62764
H -2.60690 -0.61119 -1.21309
H -6.34599 -1.50685 0.97770
H -0.17684 2.14195 4.96943
H -0.92450 5.14378 2.60311
H -2.28683 -2.27744 -0.81640
H 3.20110 -1.60907 -1.03491
H 3.07844 -0.46220 -2.33576
H 4.00411 2.51870 -0.80551
H -1.27516 3.40401 2.59190
H 1.38103 -2.65127 -0.71150
H -4.89218 -0.50437 -1.36662
H -7.22305 3.62072 -0.91373
H 0.54434 1.71205 6.53821
H -4.69893 0.59354 -0.01231
H -1.08256 2.42461 6.47273
H -0.98452 0.11097 0.21528
H 4.40323 -4.47534 -3.43551
H 3.28901 2.63136 1.51239
H 2.13092 3.04009 5.24364
H -0.02125 -2.09205 -1.59366
H -1.22874 4.28883 4.13434
H 2.45685 1.92994 -1.34108
H 0.86239 0.00273 -1.85345
```

## Properties
Spin multiplicity ... 1
LUMO ... 2.109 eV
Charge ... -1